{"formula": "C58H85BrN7O4P2PbSSiTe", "method": "wB97M-V/def2-TZVPD", "species": ["Pb", "N", "C", "N", "C", "N", "N", "C", "C", "C", "C", "C", "C", "N", "C", "C", "C", "C", "C", "C", "H", "H", "H", "H", "H", "H", "H", "H", "H", "H", "H", "C", "P", "C", "C", "C", "P", "C", "C", "H", "H", "H", "H", "H", "H", "H", "H", "H", "H", "H", "H", "H", "H", "H", "H", "C", "C", "C", "C", "C", "Br", "N", "C", "H", "H", "H", "H", "H", "H", "C", "C", "O", "N", "Te", "C", "C", "C", "C", "C", "C", "C", "C", "C", "C", "C", "C", "C", "C", "C", "C", "C", "C", "H", "H", "H", "H", "H", "H", "H", "H", "H", "H", "H", "H", "H", "H", "H", "H", "H", "H", "H", "H", "H", "H", "H", "H", "H", "C", "C", "C", "C", "O", "Si", "S", "O", "C", "C", "C", "C", "O", "C", "C", "C", "C", "H", "H", "H", "H", "H", "H", "H", "H", "H", "H", "H", "H", "H", "H", "H", "H", "H", "H", "H", "H", "H", "H", "H", "H", "H", "H", "H"], "coordinates": [[1.548780, -0.289868, 1.824538], [0.307100, -4.322531, -0.277717], [0.290968, -3.123052, 0.318176], [1.213469, -2.699747, 1.118247], [2.292246, -3.520782, 1.446119], [3.217871, -3.121686, 2.254769], [3.079236, -1.839054, 2.695972], [3.959101, -1.443416, 3.618131], [3.927660, -0.131442, 4.125547], [4.898635, 0.339576, 5.050417], [4.875092, 1.641700, 5.458120], [3.886575, 2.512792, 4.950824], [2.962194, 1.986204, 4.077914], [2.944765, 0.712275, 3.686809], [2.367526, -4.847138, 0.822836], [3.425303, -5.730465, 1.038109], [3.456523, -6.957942, 0.403638], [2.427769, -7.322498, -0.462844], [1.373210, -6.459471, -0.695601], [1.345244, -5.225813, -0.053093], [-0.521025, -4.595200, -0.788982], [-0.569253, -2.482928, 0.110362], [4.708038, -2.147493, 3.965266], [5.657449, -0.345912, 5.406408], [5.615104, 2.006865, 6.159254], [3.841740, 3.553328, 5.239050], [2.180322, 2.617537, 3.660815], [4.212010, -5.426242, 1.715179], [4.281180, -7.636149, 0.578941], [2.449907, -8.284300, -0.958406], [0.570943, -6.731360, -1.370896], [-3.257937, 1.887026, 2.511843], [-1.446755, 1.599576, 2.554580], [-0.867389, 3.220617, 1.907594], [-1.121214, 1.790934, 4.369865], [-1.193564, 0.402481, 5.022050], [-0.030474, -0.842117, 4.276670], [0.963150, -1.339917, 5.732187], [-1.115669, -2.290350, 4.035808], [-3.526502, 2.841132, 2.972025], [-3.770037, 1.071712, 3.025445], [-3.586894, 1.864084, 1.472557], [-1.293400, 4.076174, 2.439096], [-1.156313, 3.273047, 0.856444], [0.222083, 3.266658, 1.941658], [-1.855375, 2.460840, 4.826140], [-0.130827, 2.230750, 4.515889], [-2.204331, 0.002537, 4.902771], [-0.986487, 0.450586, 6.093535], [0.329141, -1.742300, 6.525287], [1.508432, -0.472551, 6.108196], [1.693322, -2.092117, 5.432128], [-1.710177, -2.493885, 4.929480], [-0.502041, -3.162474, 3.803243], [-1.769123, -2.098123, 3.180030], [5.253978, -3.466593, -2.252028], [4.044744, -2.575448, -2.240830], [3.216383, -2.431806, -3.351429], [2.085148, -1.638666, -3.280731], [1.821218, -1.011381, -2.069879], [0.254276, 0.027587, -1.858735], [2.588511, -1.119858, -1.009635], [3.681577, -1.877392, -1.097424], [5.689871, -3.528046, -3.249189], [4.987680, -4.479371, -1.940315], [6.015925, -3.101541, -1.563886], [3.454712, -2.950792, -4.273217], [1.413921, -1.520762, -4.119616], [4.282849, -1.939400, -0.194548], [5.343408, 2.751651, 0.485036], [3.965155, 2.112798, 0.384934], [3.785706, 1.020407, 0.922192], [2.920195, 2.717984, -0.238918], [3.319629, 3.989703, -1.654079], [2.623520, 5.922588, -1.104050], [2.376932, 6.331916, 0.207686], [2.566747, 5.466566, 1.426019], [1.950165, 7.643240, 0.413839], [1.785381, 8.544010, -0.623734], [1.327442, 9.952968, -0.368169], [2.079909, 8.117658, -1.914155], [2.504406, 6.824145, -2.176741], [2.811088, 6.443111, -3.603436], [1.741416, 3.290173, -2.868907], [0.400086, 3.633795, -2.703341], [-0.126868, 4.442554, -1.547483], [-0.517304, 3.134182, -3.626390], [-0.142609, 2.298692, -4.665208], [-1.157199, 1.749998, -5.628238], [1.193028, 1.923062, -4.758243], [2.146470, 2.393448, -3.868966], [3.558669, 1.871335, -3.964998], [5.974144, 2.135991, 1.120476], [5.269271, 3.754281, 0.913124], [5.813887, 2.838756, -0.498021], [2.571714, 4.405853, 1.192567], [1.770226, 5.656632, 2.145230], [3.512975, 5.717093, 1.913161], [1.740569, 7.960551, 1.430100], [0.866433, 10.045727, 0.614038], [0.604377, 10.271540, -1.119174], [2.170322, 10.645858, -0.409689], [1.975231, 8.811656, -2.741258], [2.711886, 7.310636, -4.253177], [2.134940, 5.670820, -3.974992], [3.833656, 6.069994, -3.710221], [0.454649, 4.270297, -0.643426], [-1.154987, 4.144651, -1.342017], [-0.122774, 5.514832, -1.754699], [-1.565278, 3.383520, -3.498188], [-2.137981, 2.194505, -5.466038], [-1.255149, 0.669184, -5.505256], [-0.858587, 1.940051, -6.660242], [1.496493, 1.220098, -5.527150], [3.625049, 1.108931, -4.739324], [3.863300, 1.404633, -3.022943], [4.278939, 2.656453, -4.207504], [-5.408032, -2.121554, 2.382522], [-5.948818, -1.965248, 0.961671], [-6.079669, -0.484463, 0.615093], [-7.303152, -2.654452, 0.839391], [-5.102613, -2.620671, 0.016858], [-3.500796, -2.493178, -0.410481], [-2.439745, -1.050237, 0.571626], [-3.481085, -2.397775, -2.068062], [-4.008664, -1.478676, -3.012099], [-5.473264, -1.829837, -3.271778], [-3.184012, -1.673363, -4.281221], [-3.883545, -0.031597, -2.540714], [-2.847673, -4.024669, -0.224059], [-3.508750, -5.286969, -0.372990], [-2.417129, -6.335463, -0.569703], [-4.425682, -5.298111, -1.597184], [-4.296903, -5.599876, 0.894038], [-6.098930, -1.667755, 3.097138], [-4.433323, -1.639671, 2.462502], [-5.294855, -3.177485, 2.635311], [-6.699396, 0.027027, 1.355410], [-6.541499, -0.361028, -0.367073], [-5.090340, -0.026114, 0.606101], [-8.027398, -2.204117, 1.521274], [-7.210045, -3.715074, 1.080276], [-7.679136, -2.564045, -0.181219], [-5.549109, -2.811324, -3.743917], [-5.943195, -1.088732, -3.922611], [-6.015031, -1.866661, -2.326484], [-3.258357, -2.708266, -4.618807], [-2.134885, -1.451412, -4.072014], [-3.534115, -1.015120, -5.080008], [-4.546714, 0.166855, -1.698277], [-4.144346, 0.646356, -3.357892], [-2.864666, 0.169377, -2.210276], [-1.809657, -6.081841, -1.444504], [-2.855999, -7.320568, -0.733096], [-1.780040, -6.398680, 0.314938], [-3.862174, -5.006639, -2.484750], [-5.248423, -4.596041, -1.471314], [-4.833814, -6.299886, -1.747549], [-3.639325, -5.547300, 1.764138], [-4.735849, -6.598621, 0.840772], [-5.096621, -4.872263, 1.018033]], "atomic_forces_ev_per_a": [[-0.12, 0.46, -0.46], [0.00, -0.07, -0.03], [-0.08, 0.03, -0.02], [-0.04, -0.04, 0.23], [-0.01, -0.01, -0.08], [0.03, 0.00, -0.04], [-0.05, 0.03, 0.08], [0.02, 0.02, -0.02], [0.02, -0.01, 0.01], [-0.01, -0.01, 0.00], [-0.01, 0.02, -0.01], [0.01, 0.00, 0.02], [-0.04, -0.02, 0.01], [0.06, -0.08, 0.00], [-0.01, 0.03, -0.02], [-0.01, 0.01, 0.01], [0.01, 0.00, 0.00], [0.00, 0.01, 0.01], [0.02, -0.03, -0.01], [0.02, 0.03, 0.00], [-0.04, 0.04, 0.06], [0.00, -0.01, 0.04], [0.01, 0.01, -0.02], [0.00, 0.00, 0.01], [0.00, 0.00, 0.00], [0.00, 0.00, 0.00], [0.00, -0.01, 0.01], [0.01, 0.00, -0.01], [0.00, 0.00, 0.01], [0.01, 0.00, 0.00], [0.01, 0.01, 0.02], [0.04, -0.06, 0.01], [0.16, 0.10, -0.06], [-0.10, 0.02, 0.02], [-0.06, -0.16, -0.03], [0.03, 0.02, -0.06], [-0.05, -0.19, 0.14], [-0.04, 0.03, -0.01], [0.00, 0.03, -0.02], [-0.02, 0.00, 0.00], [0.00, -0.01, -0.02], [-0.01, -0.01, 0.00], [0.03, 0.01, 0.00], [-0.01, 0.03, 0.05], [0.06, 0.01, 0.02], [0.06, 0.07, 0.04], [0.03, -0.02, -0.04], [0.00, -0.03, 0.03], [-0.05, 0.03, 0.02], [0.02, 0.01, 0.01], [0.02, -0.01, -0.01], [0.00, -0.01, -0.01], [0.00, -0.02, -0.01], [0.01, 0.00, 0.00], [-0.01, -0.01, 0.00], [-0.02, -0.01, 0.00], [0.00, 0.00, -0.02], [0.02, -0.01, 0.01], [-0.02, 0.00, 0.00], [0.01, 0.00, 0.03], [-0.05, -0.09, 0.02], [0.06, 0.07, 0.05], [0.01, -0.03, 0.04], [0.01, 0.00, 0.00], [-0.01, 0.00, 0.00], [0.00, 0.00, 0.00], [0.00, 0.00, 0.00], [0.00, 0.02, 0.00], [0.01, 0.03, -0.01], [-0.01, -0.01, -0.02], [-0.18, -0.05, -0.19], [0.24, -0.09, 0.30], [0.00, -0.04, 0.05], [-0.04, -0.10, 0.06], [0.00, 0.02, -0.05], [-0.02, 0.01, -0.01], [-0.01, -0.03, -0.01], [-0.01, 0.00, 0.01], [-0.01, 0.01, 0.00], [0.01, 0.00, -0.01], [-0.01, 0.00, -0.01], [-0.03, 0.01, 0.01], [-0.01, -0.01, 0.02], [0.06, 0.10, -0.08], [-0.01, -0.03, 0.09], [0.06, 0.02, -0.03], [0.00, -0.02, 0.00], [-0.01, 0.03, -0.03], [0.02, -0.02, 0.02], [0.00, 0.00, 0.01], [-0.02, 0.04, -0.05], [-0.01, 0.02, -0.02], [0.00, 0.00, 0.00], [0.00, 0.00, -0.01], [0.00, 0.00, 0.00], [-0.02, -0.02, 0.01], [-0.01, 0.02, 0.03], [0.00, -0.02, 0.00], [-0.01, -0.01, 0.00], [0.00, 0.00, 0.00], [0.00, 0.00, 0.00], [0.00, 0.00, 0.00], [-0.01, 0.00, 0.00], [0.01, 0.00, 0.00], [-0.01, -0.01, 0.00], [0.00, -0.01, -0.01], [0.02, -0.02, 0.02], [0.00, 0.03, -0.02], [0.03, 0.01, -0.01], [0.00, 0.00, 0.00], [0.00, 0.00, 0.00], [-0.01, 0.00, 0.02], [0.00, 0.00, 0.00], [0.00, 0.00, -0.01], [0.00, 0.00, 0.00], [0.01, -0.01, -0.01], [0.00, -0.01, 0.01], [0.03, -0.03, -0.04], [0.02, 0.00, 0.04], [0.02, -0.01, 0.00], [-0.01, 0.01, 0.01], [-0.06, 0.04, -0.07], [0.00, 0.17, -0.02], [-0.05, -0.14, 0.00], [0.02, 0.01, -0.06], [-0.02, -0.01, 0.01], [0.02, 0.00, 0.00], [0.02, 0.02, 0.01], [0.00, -0.02, 0.02], [0.10, -0.10, 0.14], [-0.07, -0.02, -0.16], [0.02, 0.06, 0.11], [0.05, 0.02, 0.00], [0.00, 0.04, 0.03], [0.01, 0.00, 0.00], [0.01, 0.01, 0.01], [-0.01, -0.01, -0.01], [-0.02, -0.01, -0.01], [0.01, -0.01, -0.01], [0.01, 0.02, 0.01], [0.00, 0.00, 0.00], [-0.01, 0.01, 0.00], [0.00, -0.01, 0.00], [0.00, 0.00, 0.01], [0.01, -0.02, -0.02], [-0.01, 0.03, 0.01], [0.01, 0.00, 0.00], [0.00, 0.01, 0.00], [-0.01, -0.01, -0.01], [0.01, 0.00, 0.01], [-0.02, 0.00, 0.01], [0.03, 0.01, -0.02], [-0.06, -0.06, -0.01], [0.00, 0.00, -0.04], [0.08, 0.06, -0.02], [-0.02, -0.02, 0.00], [-0.01, 0.01, 0.00], [-0.02, 0.00, 0.02], [0.00, -0.01, -0.01], [0.02, -0.01, -0.01], [0.00, -0.02, 0.00]], "lowdin_charge": [1.16, 0.15, -0.17, 0.00, -0.33, 0.07, -0.18, -0.14, -0.31, -0.04, -0.09, -0.09, -0.18, -0.05, -0.09, -0.02, -0.09, -0.08, -0.02, -0.17, 0.12, 0.01, 0.11, 0.11, 0.10, 0.09, 0.09, 0.11, 0.10, 0.10, 0.11, -0.30, 0.77, -0.29, -0.43, -0.41, 0.77, -0.28, -0.28, 0.04, 0.03, 0.02, 0.04, 0.02, 0.01, 0.08, 0.06, 0.07, 0.08, 0.04, 0.04, 0.03, 0.05, 0.04, -0.01, -0.04, -0.25, -0.02, -0.10, -0.72, 0.84, 0.02, -0.09, 0.08, 0.08, 0.08, 0.12, 0.10, 0.12, -0.05, -0.73, -0.14, -0.25, 1.84, -0.34, -0.28, -0.06, -0.01, -0.26, -0.04, -0.01, -0.31, -0.07, -0.34, -0.29, -0.04, -0.02, -0.28, -0.03, -0.04, -0.33, -0.09, 0.08, 0.07, 0.05, 0.03, 0.08, 0.09, 0.12, 0.08, 0.08, 0.09, 0.12, 0.08, 0.07, 0.07, 0.05, 0.08, 0.09, 0.12, 0.08, 0.07, 0.08, 0.12, 0.08, 0.07, 0.07, -0.04, -0.66, -0.04, -0.03, -0.18, -0.15, 0.29, -0.16, -0.65, -0.02, -0.04, -0.05, -0.17, -0.64, -0.05, -0.03, -0.02, 0.09, 0.03, 0.08, 0.09, 0.08, 0.03, 0.09, 0.08, 0.08, 0.08, 0.09, 0.07, 0.08, 0.07, 0.08, 0.06, 0.08, 0.04, 0.07, 0.09, 0.09, 0.09, 0.08, 0.09, 0.09, 0.09, 0.06], "total_charge": 0, "homo_energy_ev": [-5.09, -6.71], "lumo_ev": [0.082, 0.081], "fmax_ev_per_a": 0.66, "multiplicity": 2, "e_tot_ev": -200026.35596}